Entry 1:
Computed, not measured: a 2-piece molecular cluster, C3H7N2O overall at a distorted geometry, with ωB97M-V with the def2-TZVPD basis set.

Structure (XYZ):
```
13
Properties=species:S:1:pos:R:3:mulliken_charge:R:1
C -0.0107 0.8592 -1.5947 -0.2723
C 1.3124 0.6428 -1.4224 -0.2161
N 1.4300 -0.3284 -0.4445 -0.0148
C 0.2181 -0.7107 -0.0548 -0.0928
N -0.6618 -0.1195 -0.8517 -0.0175
H -0.5599 1.4371 -2.3157 0.3784
H 2.1456 0.9392 -2.0344 0.3725
H 2.2800 -0.6246 0.0134 0.2402
H 0.0439 -1.4894 0.6672 0.3412
H -1.6520 -0.1810 -0.6566 0.2723
H -1.8361 -0.9389 2.6685 0.3020
H -2.3485 0.1258 3.6220 0.3318
O -1.5627 -0.1525 3.1440 -0.6250
```

For the HOMO energy, the calculation gives -14.88 eV. As for the LUMO energy: -3.524 eV. For the total energy, the calculation gives -8245.6606 eV. The charge is +1.

Entry 2:
Computed, not measured: a 3-piece molecular cluster, C3H7N2O2 overall at a distorted geometry, with ωB97M-V with the def2-TZVPD basis set.

Structure (XYZ):
```
14
Properties=species:S:1:pos:R:3:mulliken_charge:R:1
C 1.0943 1.1622 0.8850 -0.8003
C 1.4280 -1.1694 -0.1153 -0.5203
C 1.5581 0.3501 -0.1035 -0.0250
N -1.5933 -1.2047 -0.1859 -0.7844
N -2.1424 -0.2749 0.1789 1.0509
O -2.5556 1.0132 -1.2190 -0.8760
O -2.5883 0.2899 1.1304 -0.6396
H -3.2073 0.4721 -1.6383 0.2272
H 1.0548 2.1877 0.7412 0.2883
H 0.5317 0.7664 1.7499 0.2059
H 1.8823 -1.5561 -1.0813 0.2194
H 0.3721 -1.2880 -0.2470 0.0423
H 2.0063 -1.5199 0.7721 0.2691
H 2.1592 0.7716 -0.8672 0.3425
```

For the HOMO energy, the calculation gives -3.56 eV. As for the LUMO energy: 4.132 eV. For the total energy, the calculation gives -10295.7481 eV. The charge is -1.

Entry 3:
Computed, not measured: C3H7N2O2 as an isolated structure at a distorted geometry, with ωB97M-V with the def2-TZVPD basis set.

Structure (XYZ):
```
14
Properties=species:S:1:pos:R:3:mulliken_charge:R:1
C 0.2739 0.4731 0.0708 -0.3729
N 0.2479 -0.4228 -1.0735 -0.2287
C 0.3772 -0.0228 -2.4711 0.4910
O 0.9025 1.1234 -2.6759 -0.7525
O -0.0502 -0.8437 -3.3042 -0.7500
C 0.0958 -0.1575 1.4047 -0.6280
N -1.4826 -0.0843 1.7866 -0.6319
H -0.5883 1.1826 -0.0296 0.2595
H 1.2860 0.9860 -0.0676 0.2349
H -0.4047 -1.1852 -1.0362 0.1773
H 0.9263 -0.9239 1.4059 0.3268
H 0.4320 0.5604 2.1440 0.3675
H -0.7521 -0.9708 1.1062 0.2890
H -1.2638 0.2855 2.7400 0.2179
```

For the HOMO energy, the calculation gives -4.04 eV. As for the LUMO energy: 3.232 eV. For the total energy, the calculation gives -10296.2433 eV. The charge is -1.

Entry 4:
Computed, not measured: a 2-piece molecular cluster, C3H7N2O2 overall, with ωB97M-V with the def2-TZVPD basis set.

Structure (XYZ):
```
14
Properties=species:S:1:pos:R:3:mulliken_charge:R:1
O -0.6495 1.5343 0.0857 -0.7578
C -0.2360 0.3729 0.2940 0.4001
N -0.2145 -0.6016 -0.5912 -0.6394
C 0.4246 -0.5812 -3.2450 -0.0054
O 1.2340 0.1523 -3.7617 -0.4802
C 0.3093 0.1214 1.7289 -0.4293
N -0.5882 0.5949 2.7908 -0.7006
H 0.0632 -1.4966 -0.1980 0.1074
H -0.6580 -0.4089 -3.3553 0.2455
H 0.7137 -1.4696 -2.6639 0.1732
H 1.2039 0.7421 1.7786 0.2263
H 0.5334 -0.9319 1.8550 0.3134
H -0.5935 1.6103 2.7510 0.3103
H -1.5424 0.3616 2.5312 0.2366
```

For the HOMO energy, the calculation gives -3.77 eV. As for the LUMO energy: 4.145 eV. For the total energy, the calculation gives -10299.8592 eV. The charge is -1.

Entry 5:
Computed, not measured: a 2-piece molecular cluster, C3H7N2O2 overall, with ωB97M-V with the def2-TZVPD basis set.

Structure (XYZ):
```
14
Properties=species:S:1:pos:R:3:mulliken_charge:R:1
O -0.5046 -0.6577 -2.2383 -0.6448
C 0.7299 -0.7243 -2.3672 -0.0252
O 1.6405 -0.4932 -1.5313 -0.7252
H 1.1106 -1.0375 -3.3783 0.3464
C 0.0998 0.2642 1.7900 -0.1681
C -0.8937 0.7594 1.0509 -0.1914
N -2.2372 0.8113 1.5357 -0.6453
N 1.4009 0.0137 1.3317 -0.5872
H -0.0581 0.1766 2.8656 0.3408
H -0.6309 1.1002 0.0589 0.2075
H -2.5822 -0.1276 1.6638 0.2265
H -2.8383 1.2651 0.8690 0.2655
H 1.4924 -0.1668 0.3083 0.3973
H 1.8745 -0.7105 1.8444 0.2033
```

For the HOMO energy, the calculation gives -3.50 eV. As for the LUMO energy: 4.176 eV. For the total energy, the calculation gives -10300.5949 eV. The charge is -1.

Entry 6:
Computed, not measured: C3H7N2O2 as an isolated structure at a distorted geometry, with ωB97M-V with the def2-TZVPD basis set.

Structure (XYZ):
```
14
Properties=species:S:1:pos:R:3:mulliken_charge:R:1
C 1.2976 0.2837 0.3185 -0.4236
C 0.3900 0.8435 -0.4735 0.1105
C -0.6681 -0.9271 0.3919 -0.0668
N 0.7830 -0.9918 0.5711 -0.3615
N -0.8260 0.1609 -0.6533 -0.0184
O 0.8032 2.2388 -1.6260 -0.5050
O -1.2819 -0.5461 1.5296 -0.5224
H 2.2454 0.6551 0.5467 0.4503
H -0.8612 -1.9200 0.0945 0.4794
H 1.0174 -1.5288 1.5149 0.3233
H -1.7009 0.6965 -0.4372 0.3902
H -0.8306 -0.1799 -1.6846 0.4153
H 1.8604 2.1261 -1.6414 0.3323
H -2.2284 -0.9108 1.5487 0.3964
```

For the HOMO energy, the calculation gives -13.64 eV. As for the LUMO energy: -3.855 eV. For the total energy, the calculation gives -10288.4743 eV. The charge is +1.